Entry 1:
The following is a DFT calculation (wB97M-V/def2-TZVPD) of a 2-piece molecular cluster, C11H15N overall at a distorted geometry.

```
! wB97M-V def2-TZVPD RIJCOSX def2/J DEFGRID3
* xyz 0 1
C -0.21 -2.36 -1.02
C 0.18 -1.32 -0.02
C 1.19 -0.42 -0.19
N 1.35 0.34 0.97
C 0.44 -0.12 1.91
C 0.19 0.34 3.20
C -0.75 -0.38 3.94
C -1.57 -1.35 3.32
C -1.44 -1.64 1.98
C -0.30 -1.15 1.32
H -0.86 -1.84 -1.75
H -0.78 -3.14 -0.53
H 0.51 -2.84 -1.69
H 1.77 -0.06 -1.03
H 1.88 1.16 1.15
H 0.79 1.09 3.69
H -1.01 -0.12 4.96
H -2.36 -1.72 3.95
H -2.09 -2.34 1.47
C -0.17 1.70 -3.16
C 0.96 2.74 -3.26
H -0.86 1.83 -2.33
H -0.78 1.77 -4.06
H 0.29 0.72 -3.00
H 1.54 2.63 -4.17
H 1.64 2.76 -2.41
H 0.44 3.70 -3.24
*
```

**LUMO energy**: 0.9 eV
**SMILES**: Cc1c[nH]c2ccccc12.CC
**ΔE to the lowest compared entry with this formula, charge and spin**: 14.9 kcal/mol

Entry 2:
The following is a DFT calculation (wB97M-V/def2-TZVPD) of a 2-piece molecular cluster, C11H15N overall at a distorted geometry.

```
! wB97M-V def2-TZVPD RIJCOSX def2/J DEFGRID3
* xyz 0 1
C -0.85 0.85 3.15
C -0.76 -0.03 1.96
C -0.28 -1.30 2.01
N -0.31 -1.84 0.73
C -0.95 -0.96 -0.11
C -1.26 -1.08 -1.46
C -1.80 0.03 -2.09
C -2.03 1.23 -1.40
C -1.71 1.33 -0.06
C -1.22 0.22 0.63
H -1.51 0.46 3.93
H -1.15 1.90 3.03
H 0.13 1.06 3.57
H 0.10 -1.88 2.84
H -0.32 -2.85 0.67
H -0.99 -1.93 -2.06
H -2.12 -0.12 -3.12
H -2.31 2.10 -1.98
H -1.95 2.24 0.48
C 3.35 0.37 -1.57
C 1.98 -0.17 -1.11
H 3.74 1.11 -0.88
H 4.05 -0.46 -1.62
H 3.27 0.74 -2.57
H 1.99 -1.23 -1.37
H 1.08 0.24 -1.57
H 1.84 -0.03 -0.04
*
```

**LUMO energy**: 0.9 eV
**SMILES**: Cc1c[nH]c2ccccc12.CC
**ΔE to the lowest compared entry with this formula, charge and spin**: 12.6 kcal/mol

Entry 3:
The following is a DFT calculation (wB97M-V/def2-TZVPD) of a 2-piece molecular cluster, C11H15N overall at a distorted geometry.

```
! wB97M-V def2-TZVPD RIJCOSX def2/J DEFGRID3
* xyz 0 1
C -0.23 2.66 2.74
C -0.47 2.13 1.36
C -1.58 2.44 0.65
N -1.50 1.93 -0.65
C -0.35 1.19 -0.74
C 0.27 0.51 -1.79
C 1.57 0.09 -1.65
C 2.23 0.15 -0.41
C 1.60 0.74 0.67
C 0.35 1.33 0.47
H -0.05 3.73 2.71
H 0.58 2.17 3.28
H -1.14 2.55 3.32
H -2.46 3.01 0.89
H -2.29 1.83 -1.25
H -0.26 0.35 -2.70
H 2.14 -0.22 -2.51
H 3.21 -0.32 -0.34
H 2.09 0.85 1.63
C 0.25 -2.99 -0.76
C -1.11 -3.73 -0.69
H 0.22 -2.06 -0.20
H 0.96 -3.68 -0.31
H 0.49 -2.88 -1.81
H -1.06 -4.82 -0.66
H -1.83 -3.49 -1.48
H -1.63 -3.46 0.23
*
```

**LUMO energy**: 0.9 eV
**SMILES**: Cc1c[nH]c2ccccc12.CC
**ΔE to the lowest compared entry with this formula, charge and spin**: 11.8 kcal/mol

Entry 4:
The following is a DFT calculation (wB97M-V/def2-TZVPD) of a 2-piece molecular cluster, C11H15N overall.

```
! wB97M-V def2-TZVPD RIJCOSX def2/J DEFGRID3
* xyz 0 1
C 0.04 -2.43 -0.79
C -1.07 -1.58 -0.28
C -2.11 -2.00 0.49
N -3.01 -0.97 0.71
C -2.49 0.17 0.13
C -3.02 1.47 0.11
C -2.45 2.35 -0.77
C -1.37 1.98 -1.60
C -0.78 0.75 -1.44
C -1.32 -0.18 -0.55
H 0.98 -2.30 -0.25
H 0.23 -2.28 -1.85
H -0.22 -3.48 -0.69
H -2.33 -3.01 0.81
H -3.60 -0.91 1.53
H -3.70 1.76 0.91
H -2.82 3.37 -0.85
H -0.99 2.70 -2.31
H 0.06 0.47 -2.06
C 3.63 0.51 1.86
C 3.86 0.48 0.35
H 4.31 1.24 2.30
H 2.63 0.86 2.08
H 3.84 -0.46 2.30
H 3.96 1.51 -0.01
H 2.99 0.08 -0.17
H 4.73 -0.10 0.05
*
```

**LUMO energy**: 0.9 eV
**SMILES**: Cc1c[nH]c2ccccc12.CC
**ΔE to the lowest compared entry with this formula, charge and spin**: 8.3 kcal/mol

Entry 5:
The following is a DFT calculation (wB97M-V/def2-TZVPD) of C11H15N as an isolated structure at a distorted geometry.

```
! wB97M-V def2-TZVPD RIJCOSX def2/J DEFGRID3
* xyz 0 1
C 2.23 -0.91 0.72
C 1.79 0.58 0.62
C 0.90 0.61 -0.58
C 0.29 2.15 -0.45
C -1.06 1.92 0.16
C -1.51 0.60 0.05
C -2.91 0.20 0.14
C -3.15 -1.19 0.19
C -2.05 -2.01 -0.11
C -0.74 -1.55 -0.59
C -0.46 -0.16 -0.56
H 3.99 -1.96 -0.07
H 2.37 -1.63 -1.24
H 0.88 -1.12 0.45
H 2.52 -1.25 1.79
H 1.16 0.88 1.43
H 2.49 1.43 0.24
H 1.36 0.89 -1.62
H 0.88 2.77 0.17
H 0.33 2.43 -1.58
H -1.72 2.63 -0.11
H -0.98 1.96 1.22
H -3.81 0.98 0.13
H -4.11 -1.51 0.49
H -1.73 -3.15 0.22
H 0.06 -2.25 -0.75
N 2.99 -1.34 -0.33
*
```

**LUMO energy**: 0.9 eV
**ΔE to the lowest compared entry with this formula, charge and spin**: 163.9 kcal/mol

Entry 6:
The following is a DFT calculation (wB97M-V/def2-TZVPD) of an isolated ion of composition C11H15N2O and charge +1 at a distorted geometry.

```
! wB97M-V def2-TZVPD RIJCOSX def2/J DEFGRID3
* xyz 1 1
C -2.19 1.06 1.34
C -1.87 0.18 0.20
C -3.04 -0.58 -0.38
N -0.65 -0.07 -0.18
C 0.58 0.58 -0.01
C 0.64 1.93 0.06
C 1.88 2.52 0.47
C 3.05 1.79 0.61
C 3.01 0.39 0.32
C 1.79 -0.23 -0.02
C 1.76 -1.78 0.05
C 1.13 -2.44 -1.17
N 1.15 -2.27 1.31
O -0.01 -1.98 1.40
H -1.94 2.03 0.92
H -1.29 1.14 2.09
H -3.12 1.01 1.77
H -3.59 -1.04 0.48
H -2.70 -1.24 -1.23
H -3.72 0.11 -0.89
H -0.46 -0.75 -0.93
H -0.16 2.59 -0.23
H 1.88 3.61 0.50
H 4.01 2.28 0.90
H 3.86 -0.33 0.29
H 2.77 -1.97 0.07
H 1.36 -3.45 -1.10
H 1.61 -2.11 -2.20
H 0.08 -2.38 -1.23
*
```

**LUMO energy**: -4.2 eV
**SMILES**: CC(C)=[NH+]c1ccccc1[C@H](C)N=O
**ΔE to the lowest compared entry with this formula, charge and spin**: 70.6 kcal/mol

Number 1: frontier orbital gap 8.67 eV. Number 2: frontier orbital gap 8.77 eV. Number 3: frontier orbital gap 8.76 eV. Number 4: frontier orbital gap 8.86 eV. Number 5: frontier orbital gap 8.79 eV. Number 6: frontier orbital gap 8.31 eV.